Record 1
DFT (ωB97M-V/def2-TZVPD) results for a cluster of 7 separate species, C22H60N2O13 in total.

Last column: Löwdin charge in e.
Element x y z (Å)
C: -3.54 2.92 -0.02  -0.1307
O: -2.34 2.70 0.64  -0.1584
C: -1.19 3.06 -0.09  -0.2026
C: -0.74 1.96 -1.05  -0.1816
N: 0.67 2.00 -1.47  -0.0661
C: 0.86 3.28 -2.15  -0.1543
C: 1.72 4.16 -1.22  -0.3555
O: 1.82 5.39 -1.46  -0.0960
C: 0.64 6.07 -1.12  -0.0900
H: -3.63 3.89 -0.52  0.0915
H: -4.32 2.90 0.70  0.0756
H: -3.72 2.16 -0.78  0.0796
H: -0.37 3.23 0.58  0.1146
H: -1.25 4.02 -0.60  0.1035
H: -1.35 2.10 -1.92  0.1009
H: -0.94 0.90 -0.64  0.1230
H: 0.76 1.22 -2.15  0.1007
H: 0.00 3.78 -2.63  0.1255
H: 1.54 3.06 -2.97  0.1184
H: 2.70 3.85 -1.44  0.1240
H: 1.68 3.96 -0.18  0.1138
H: -0.15 5.94 -1.87  0.0846
H: 0.80 7.16 -0.96  0.1050
H: 0.07 5.75 -0.25  0.0783
C: -7.47 1.72 -1.13  -0.1074
O: -7.52 0.36 -0.80  -0.1963
C: -6.28 -0.33 -0.79  -0.2329
C: -5.58 -0.24 0.57  -0.2276
N: -4.16 -0.45 0.48  -0.0610
C: -3.54 -0.53 1.80  -0.1714
C: -2.05 -0.74 1.68  -0.4363
O: -1.31 -0.95 2.63  -0.1286
C: -1.53 -2.25 3.15  -0.0403
H: -6.72 2.22 -0.50  0.0747
H: -8.41 2.16 -0.81  0.0890
H: -7.31 1.82 -2.21  0.0971
H: -5.64 0.06 -1.53  0.0932
H: -6.43 -1.38 -1.10  0.1264
H: -6.14 -0.98 1.27  0.1471
H: -5.84 0.82 0.85  0.1150
H: -3.88 -1.18 -0.19  0.1174
H: -4.03 -1.30 2.39  0.1036
H: -3.60 0.42 2.38  0.1445
H: -1.59 0.15 1.42  0.0924
H: -1.81 -1.52 0.90  0.1330
H: -0.78 -2.33 3.95  0.0994
H: -1.28 -3.04 2.38  0.0956
H: -2.55 -2.40 3.57  0.0971
O: 1.04 -5.60 1.12  -0.0283
C: 0.79 -4.25 0.73  -0.2695
C: 1.59 -3.39 1.56  -0.2462
O: 2.95 -3.67 1.25  -0.0506
H: 1.25 -6.15 0.38  0.0856
H: 1.09 -4.03 -0.31  0.1307
H: -0.27 -4.02 0.68  0.0994
H: 1.37 -3.55 2.59  0.1165
H: 1.31 -2.33 1.43  0.1136
H: 3.08 -4.58 1.55  0.1107
O: 7.74 -2.13 1.18  -0.0764
C: 6.93 -0.96 1.39  -0.2386
C: 5.72 -1.51 1.91  -0.2756
O: 5.19 -2.26 0.83  -0.0701
H: 7.20 -2.78 0.75  0.0600
H: 7.37 -0.28 2.11  0.1227
H: 6.75 -0.43 0.42  0.1335
H: 5.10 -0.68 2.14  0.0848
H: 5.88 -2.11 2.80  0.1342
H: 4.44 -2.80 1.04  0.0173
O: 2.43 -1.29 -2.65  -0.0651
C: 2.88 -0.90 -1.36  -0.2594
C: 3.69 0.25 -1.54  -0.2711
O: 4.38 0.64 -0.37  -0.0536
H: 1.47 -1.12 -2.80  0.0312
H: 2.03 -0.72 -0.68  0.1033
H: 3.44 -1.74 -0.92  0.1263
H: 3.21 1.15 -1.95  0.1189
H: 4.42 -0.04 -2.30  0.1335
H: 3.69 1.01 0.17  0.0283
O: -0.12 -0.46 -2.94  -0.0975
C: -0.79 -1.31 -2.05  -0.2669
C: -0.77 -2.66 -2.65  -0.2342
O: -1.23 -3.59 -1.70  -0.0412
H: -0.86 -0.10 -3.46  0.1316
H: -0.24 -1.20 -1.12  0.1161
H: -1.79 -0.95 -1.97  0.1149
H: 0.27 -2.85 -2.82  0.1182
H: -1.34 -2.64 -3.61  0.1472
H: -2.18 -3.53 -1.74  0.0827
C: 2.37 -0.05 2.41  -0.1018
C: 1.32 0.58 1.69  -0.3158
O: 2.03 1.47 0.78  -0.1095
H: 3.07 -0.51 1.71  0.0597
H: 1.95 -0.85 3.07  0.1048
H: 2.95 0.68 2.96  0.0945
H: 0.72 1.18 2.36  0.1252
H: 0.73 -0.15 1.14  0.0861
H: 1.44 1.57 0.02  0.0122

## Properties
- SMILES string: COCCNCCOC.COCCNCCOC.OCCO.OCCO.OCCO.OCCO.CCO
- HOMO energy: -9.152 eV
- Orbital gap: 8.86 eV

---

Record 2
DFT (ωB97M-V/def2-TZVPD) results for a cluster of 10 separate species, C22H60N4O26S6 in total.

Last column: Löwdin charge in e.
Element x y z (Å)
C: -3.83 2.91 6.40  -0.0879
C: -2.67 2.11 5.85  -0.2847
O: -2.94 1.89 4.45  -0.2752
S: -2.72 3.32 3.48  0.7347
C: -1.76 2.61 2.07  -0.0880
O: -3.97 3.77 2.89  -0.3043
O: -1.83 4.27 4.26  -0.3292
H: -3.74 3.33 7.40  0.0763
H: -4.74 2.32 6.47  0.0806
H: -4.10 3.83 5.87  0.0683
H: -1.65 2.48 5.96  0.0844
H: -2.78 1.13 6.33  0.1212
H: -2.23 1.72 1.67  0.0568
H: -0.74 2.36 2.36  0.0510
H: -1.88 3.52 1.47  0.0651
C: 0.73 -1.39 -6.56  -0.0700
C: -0.35 -0.36 -6.30  -0.2227
O: -1.37 -0.31 -7.41  -0.3045
S: -1.41 0.94 -8.47  0.7260
C: -2.32 2.13 -7.29  -0.0835
O: 0.03 1.33 -8.61  -0.3378
O: -2.39 0.74 -9.58  -0.3235
H: 1.49 -1.37 -5.77  0.0712
H: 1.14 -1.23 -7.55  0.0800
H: 0.28 -2.38 -6.56  0.0799
H: -0.90 -0.69 -5.42  0.1095
H: 0.11 0.61 -6.12  0.1092
H: -1.54 2.74 -6.84  0.0513
H: -2.81 1.59 -6.49  0.0463
H: -3.08 2.73 -7.81  0.0571
C: 2.16 4.13 7.50  -0.0653
C: 1.77 2.85 6.78  -0.2954
O: 2.31 2.78 5.47  -0.2429
S: 1.78 1.48 4.58  0.6789
C: 2.94 0.09 5.18  -0.0645
O: 0.42 1.11 4.98  -0.3060
O: 2.13 1.79 3.22  -0.2973
H: 1.71 4.14 8.49  0.0857
H: 2.06 5.10 7.01  0.0819
H: 3.24 4.09 7.61  0.0751
H: 2.23 2.12 7.45  0.1141
H: 0.70 2.62 6.82  0.1019
H: 3.34 -0.34 4.26  0.0470
H: 2.47 -0.61 5.87  0.0647
H: 3.78 0.53 5.71  0.0599
C: -8.56 -0.09 -3.64  -0.0776
C: -7.51 0.05 -2.53  -0.3042
O: -6.44 0.90 -2.93  -0.2773
S: -4.87 0.24 -3.11  0.7181
C: -4.26 0.34 -1.35  -0.0810
O: -5.02 -1.18 -3.51  -0.3158
O: -4.14 1.20 -3.93  -0.3084
H: -8.80 0.90 -4.02  0.0781
H: -9.50 -0.57 -3.38  0.0743
H: -8.17 -0.76 -4.40  0.0762
H: -8.02 0.61 -1.75  0.1181
H: -7.20 -0.98 -2.34  0.1116
H: -3.39 -0.31 -1.26  0.0445
H: -5.15 0.18 -0.74  0.0671
H: -3.75 1.29 -1.22  0.0620
C: -0.96 -1.05 2.15  -0.0531
C: -0.64 -2.35 1.43  -0.2842
O: -1.59 -3.30 1.94  -0.2725
S: -2.64 -3.97 0.85  0.6702
C: -3.73 -5.00 2.01  -0.0719
O: -3.44 -2.89 0.29  -0.2999
O: -1.87 -4.89 0.03  -0.3030
H: -1.99 -0.84 1.86  0.0806
H: -0.25 -0.25 1.89  0.0619
H: -0.89 -1.22 3.22  0.0841
H: -0.41 -2.19 0.38  0.1012
H: 0.31 -2.73 1.80  0.1123
H: -4.49 -4.25 2.25  0.0604
H: -3.10 -5.43 2.78  0.0640
H: -4.07 -5.80 1.35  0.0606
C: 2.65 -0.37 0.58  -0.0497
C: 1.78 0.59 -0.23  -0.2680
O: 0.69 -0.17 -0.72  -0.3042
S: 0.49 -0.57 -2.35  0.6415
C: 1.37 -2.19 -2.22  -0.0811
O: -0.94 -0.79 -2.50  -0.2889
O: 1.27 0.27 -3.18  -0.2834
H: 2.03 -1.06 1.16  0.0769
H: 3.07 0.43 1.18  0.0379
H: 3.39 -0.91 -0.01  0.0701
H: 1.27 1.32 0.40  0.1029
H: 2.34 0.97 -1.09  0.1084
H: 2.31 -1.85 -1.79  0.0361
H: 1.42 -2.53 -3.25  0.0664
H: 0.81 -2.88 -1.58  0.0594
C: 3.87 -5.96 0.32  0.0466
N: 3.08 -4.92 -0.39  -0.3878
O: 3.05 -3.68 -0.13  0.0193
O: 2.32 -5.40 -1.23  0.0596
H: 3.19 -6.49 0.99  0.1072
H: 4.63 -5.44 0.89  0.0951
H: 4.33 -6.57 -0.46  0.0984
C: 5.20 2.04 1.96  0.0363
N: 5.96 0.81 2.01  -0.4318
O: 7.18 0.88 1.93  0.0559
O: 5.42 -0.28 2.18  0.0459
H: 4.50 2.03 2.79  0.0825
H: 4.75 2.13 0.97  0.1099
H: 5.89 2.88 2.10  0.1063
C: 2.32 3.97 -2.66  0.0541
N: 1.95 4.49 -1.32  -0.4305
O: 1.33 3.71 -0.60  0.0350
O: 2.22 5.65 -0.98  0.0648
H: 3.27 3.48 -2.47  0.1052
H: 2.40 4.85 -3.31  0.0986
H: 1.53 3.31 -3.02  0.0964
C: 6.52 -4.22 -2.58  0.0338
N: 5.72 -3.02 -2.92  -0.4139
O: 5.83 -2.61 -4.11  0.0473
O: 5.18 -2.42 -2.01  0.0525
H: 6.85 -4.17 -1.55  0.1020
H: 7.27 -4.50 -3.32  0.1009
H: 5.76 -5.00 -2.71  0.0944

## Properties
- SMILES string: CCOS(C)(=O)=O.CCOS(C)(=O)=O.CCOS(C)(=O)=O.CCOS(C)(=O)=O.CCOS(C)(=O)=O.CCOS(C)(=O)=O.C[N+](=O)[O-].C[N+](=O)[O-].C[N+](=O)[O-].C[N+](=O)[O-]
- HOMO energy: -10.438 eV
- Orbital gap: 9.82 eV

---

The calculation returns the following energy values, one per record and in order: -1961.51076, -5437.98547 a.u..